(1)
Formula: C43H44MnN2S2Sb2
Source: OMol25
Level of theory: the ωB97M-V functional and the def2-TZVPD basis

Computed properties:
expectation value of S²	8.759
E_LUMO (alpha / beta)	0.3 / 0.1	eV
multiplicity	6
HOMO (alpha / beta)	-7.20 / -7.31	eV
DFT total energy	-4202.2549	Eh
frontier orbital gap (alpha / beta)	7.50 / 7.42	eV

```
94
Properties=species:S:1:pos:R:3:forces:R:3
Mn 16.030997 16.515183 12.262568 0.2 0.5 1.3
C 16.013385 15.244936 9.367395 -1.1 0.5 1.3
N 16.330447 16.511906 10.151665 -0.2 -0.8 -2.1
C 17.749867 16.819997 9.764798 0.3 0.6 0.1
C 18.472532 17.516840 10.919800 -0.6 0.2 -1.1
N 18.424024 16.669673 12.100747 0.7 0.6 0.1
C 19.204275 15.410634 11.991119 -1.1 -0.8 -0.2
C 18.856782 17.357292 13.314794 -1.1 -0.9 0.3
C 19.857422 18.313303 13.336187 -0.1 -0.6 1.4
C 20.311772 18.740481 14.594107 -0.5 0.1 0.7
C 19.784156 18.169357 15.771666 -0.1 0.1 -0.2
C 18.739785 17.221653 15.724083 0.7 0.6 -0.1
C 18.198483 16.878797 14.494277 0.2 0.1 -0.5
S 16.742990 15.838402 14.469802 0.3 0.1 -0.2
C 15.430090 17.555880 9.657528 -1.0 1.4 0.4
C 15.120300 17.550251 8.301896 -0.2 1.5 -0.8
C 14.339209 18.565443 7.721759 -0.1 0.1 1.1
C 13.768606 19.513870 8.558352 0.3 0.3 0.9
C 14.068250 19.551386 9.930173 -0.7 0.1 -1.1
C 14.864968 18.587183 10.523856 0.7 -0.9 -0.7
S 15.048309 18.791320 12.254675 1.0 -1.1 0.1
H 14.969636 14.954139 9.592450 0.6 -0.1 0.3
H 16.753771 14.560831 9.747487 -0.1 -0.8 -0.4
H 15.983840 15.386333 8.284481 0.9 -0.3 0.4
H 17.743380 17.469014 8.868055 0.1 -0.3 0.4
H 18.264960 15.888832 9.497962 -0.2 0.2 0.1
H 17.908741 18.436092 11.107118 0.1 0.0 0.4
H 19.452759 17.846491 10.552884 0.2 -0.3 0.3
H 20.257818 15.580397 11.740593 -0.1 0.1 0.3
H 18.767524 14.747729 11.213197 0.2 0.5 0.2
H 19.048403 14.828756 12.923879 0.4 0.6 -0.4
H 20.333011 18.665384 12.445871 0.1 0.2 -0.4
H 21.007833 19.582784 14.672078 -0.1 -0.5 -0.1
H 20.137971 18.511732 16.755463 -0.1 -0.2 -0.6
H 18.344192 16.733244 16.618893 0.1 0.5 -0.2
H 15.548808 16.857165 7.592131 0.1 0.1 0.2
H 14.184538 18.692277 6.663358 0.0 -0.5 -0.2
H 13.097983 20.263431 8.169550 0.0 0.2 -0.2
H 13.655337 20.321490 10.597915 0.1 -0.4 -0.5
C 13.935865 11.890599 14.203799 0.4 0.0 -0.9
C 13.113070 13.047538 13.594780 -0.3 0.0 -0.3
C 12.865591 14.220950 14.543517 0.5 1.2 0.2
Sb 12.717860 16.185037 13.495185 0.3 -0.6 0.0
C 10.570348 16.382476 13.226349 0.6 -0.7 -0.4
C 10.085912 16.284355 11.904395 0.2 0.4 1.1
C 8.721998 16.349935 11.690154 -0.6 0.0 -0.8
C 7.820575 16.500196 12.741696 0.6 -0.1 0.7
C 8.319416 16.595928 14.052152 -0.7 0.0 0.3
C 9.695808 16.480552 14.305332 -0.6 0.8 -0.5
C 12.815458 17.487220 15.198907 -0.5 -0.7 -0.6
C 12.802488 16.965980 16.486174 -0.1 0.6 0.6
C 12.468955 17.780554 17.566568 0.4 -0.1 0.0
C 12.213407 19.141483 17.381961 0.6 -0.2 0.1
C 12.287461 19.671568 16.102361 -0.5 -0.7 -1.0
C 12.513555 18.820090 14.997108 -0.1 1.2 0.2
Sb 16.163369 12.269441 14.064195 -1.0 -1.6 0.5
C 16.283833 11.946337 16.190587 0.8 -0.3 -0.4
C 15.721888 10.844016 16.850171 -0.9 0.3 -0.4
C 15.566682 10.879779 18.234467 0.3 0.6 -0.4
C 16.011766 11.995960 18.955228 0.3 -0.7 1.3
C 16.693159 13.007441 18.300912 0.4 0.1 0.1
C 16.898215 12.941674 16.926222 -0.3 0.6 0.2
C 16.750841 10.171758 13.699167 0.9 0.8 0.8
C 16.272058 9.439752 12.641680 -1.1 -0.4 -1.0
C 16.771829 8.172576 12.341519 -0.4 0.3 -0.7
C 17.771766 7.635182 13.106731 0.5 -1.4 0.0
C 18.349212 8.363893 14.135766 -1.1 1.0 0.3
C 17.824462 9.639674 14.450998 0.4 -0.4 -0.2
H 13.731712 10.938081 13.654448 0.2 0.7 0.5
H 13.694983 11.769150 15.261755 0.1 -0.1 -0.1
H 12.128658 12.675288 13.277242 0.1 0.0 0.1
H 13.573174 13.411696 12.650676 0.0 -0.2 0.4
H 13.741091 14.426404 15.202294 -0.4 -0.3 -0.3
H 11.979584 14.119422 15.180108 0.2 -0.2 -0.1
H 10.776628 16.220267 11.066770 -0.1 0.0 0.1
H 8.350441 16.319857 10.657003 0.1 -0.1 0.5
H 6.743398 16.515277 12.579119 0.3 0.1 -0.1
H 7.582426 16.782867 14.876245 0.9 -0.3 -0.7
H 10.082940 16.614802 15.312649 -0.1 -0.2 -0.1
H 13.059221 15.943876 16.697479 0.0 -0.3 -0.1
H 12.467000 17.324663 18.559795 -0.1 0.3 -0.2
H 12.086113 19.771101 18.257378 -0.3 0.0 -0.2
H 12.019111 20.687770 15.847630 0.2 0.2 0.4
H 12.438531 19.275551 13.985850 0.2 -0.6 0.7
H 15.268698 10.038153 16.241393 0.4 0.4 0.5
H 15.060102 10.079627 18.734656 -0.1 -0.4 0.2
H 15.951660 11.975979 20.084163 -0.2 0.2 -1.5
H 17.096025 13.861127 18.835680 0.0 -0.2 0.1
H 17.469078 13.726955 16.421445 -0.4 -0.1 0.2
H 15.408723 9.806263 12.051258 0.7 -0.1 0.3
H 16.423903 7.615532 11.462237 -0.2 0.2 0.5
H 18.046089 6.574112 12.906274 0.2 1.0 0.2
H 19.116325 7.916163 14.734922 0.4 0.0 0.2
H 18.265550 10.204878 15.297069 -0.4 -0.4 -0.6
```
Positions in Å, forces in eV/Å.

---

(2)
Formula: C6H12N2
Source: OMol25
Level of theory: the ωB97M-V functional and the def2-TZVPD basis

Computed properties:
E_LUMO	1.1	eV
HOMO	-7.91	eV
DFT total energy	-345.2453	Eh
SMILES string	CN1C[C@@H]2CNC[C@@H]21
relative energy (zero: lowest compared OMol25 entry of this formula, charge and spin)	216.7	kJ/mol
frontier orbital gap	8.99	eV

```
20
Properties=species:S:1:pos:R:3:forces:R:3
C 0.111315 -1.380018 -2.293364 0.3 0.8 2.0
N -0.103644 -0.751309 -0.945245 -0.1 0.5 -0.8
C -0.272857 -1.485011 0.293865 0.3 -1.0 -1.3
C 0.413220 -0.393830 1.091288 0.4 -1.3 1.3
C -0.526232 0.597002 1.802775 2.2 0.6 0.2
N -0.740578 1.641746 0.803588 -0.8 0.8 0.5
C 0.270952 1.639205 -0.276529 1.9 1.7 1.7
C 0.815851 0.238931 -0.278473 -2.0 -1.5 -0.7
H 0.476921 -2.434062 -2.249298 0.5 0.8 0.1
H -0.818830 -1.454522 -2.808108 -0.9 0.1 -0.4
H 0.708121 -0.648602 -2.857259 0.3 -0.7 0.0
H -1.265965 -1.755626 0.548590 -1.4 0.1 0.4
H 0.217578 -2.453671 0.197294 0.7 -0.2 0.5
H 1.161565 -0.841246 1.827927 -0.6 1.0 -1.2
H 0.101295 1.007636 2.653072 -0.8 -0.4 -0.4
H -1.446974 0.159200 2.217549 0.2 0.1 -0.4
H -0.967840 2.531080 1.291811 0.5 -0.8 -1.1
H -0.225240 2.004346 -1.177756 0.5 -0.2 -0.2
H 1.286432 2.264635 -0.063632 -2.3 -0.6 -0.3
H 1.809000 0.090104 -0.625958 1.1 0.3 -0.1
```
Positions in Å, forces in eV/Å.

---

Q: What is the DFT total energy in the first record?
A: -4202.2549 Eh

---

Q: Among the records above, which one has the highest DFT total energy?
A: C6H12N2